Entry 1:
{"formula": "C44H62BBrIIrN8O2", "method": "the ωB97M-V functional and the def2-TZVPD basis", "species": ["Ir", "C", "C", "C", "C", "C", "C", "C", "C", "C", "N", "N", "B", "N", "N", "C", "C", "C", "C", "C", "C", "C", "C", "C", "N", "N", "C", "C", "C", "C", "C", "C", "C", "C", "C", "H", "H", "H", "H", "H", "H", "H", "H", "H", "H", "H", "H", "H", "H", "H", "H", "H", "H", "H", "H", "H", "H", "H", "H", "H", "H", "H", "H", "H", "H", "H", "H", "H", "H", "H", "H", "H", "H", "H", "H", "H", "H", "H", "H", "H", "H", "O", "C", "C", "C", "C", "C", "C", "C", "O", "N", "N", "C", "C", "Br", "C", "C", "C", "C", "C", "C", "C", "H", "H", "H", "H", "H", "H", "H", "H", "H", "H", "H", "H", "H", "H", "I", "C", "H", "H"], "positions_angstrom": [[-0.12, -0.02, 0.84], [-3.69, -2.25, -0.22], [-2.51, -2.70, -1.11], [-1.51, -3.59, -0.39], [-1.94, -1.44, -1.72], [-2.38, -1.01, -2.96], [-1.92, 0.28, -3.14], [-2.46, 1.07, -4.33], [-1.71, 2.28, -4.89], [-3.92, 1.44, -3.98], [-1.20, 0.58, -2.04], [-1.20, -0.46, -1.16], [-0.27, 1.75, -1.72], [1.15, 1.20, -1.40], [1.56, 1.10, -0.08], [2.91, 1.04, -0.11], [3.34, 1.02, -1.42], [2.21, 1.12, -2.22], [2.28, 1.14, -3.72], [1.21, 0.30, -4.40], [2.33, 2.58, -4.26], [3.90, 1.01, 1.03], [3.60, 1.99, 2.18], [4.13, -0.44, 1.49], [-0.77, 2.55, -0.51], [-0.80, 1.99, 0.75], [-1.20, 2.96, 1.61], [-1.41, 4.12, 0.88], [-1.13, 3.84, -0.44], [-1.36, 4.86, -1.52], [-0.18, 5.13, -2.46], [-2.65, 4.54, -2.28], [-1.38, 2.97, 3.11], [-2.18, 1.81, 3.67], [-0.02, 3.18, 3.80], [-4.12, -3.11, 0.30], [-4.47, -1.80, -0.84], [-3.36, -1.50, 0.50], [-2.93, -3.26, -1.95], [-0.94, -3.00, 0.31], [-0.81, -4.03, -1.11], [-2.03, -4.39, 0.13], [-2.99, -1.57, -3.65], [-2.51, 0.33, -5.13], [-1.29, 2.91, -4.11], [-2.41, 2.89, -5.46], [-0.91, 1.98, -5.56], [-3.97, 2.08, -3.10], [-4.50, 0.54, -3.77], [-4.38, 1.96, -4.82], [-0.17, 2.47, -2.65], [4.36, 0.96, -1.76], [3.24, 0.68, -3.95], [0.21, 0.68, -4.19], [1.26, -0.74, -4.06], [1.36, 0.32, -5.48], [1.39, 3.10, -4.06], [2.50, 2.57, -5.33], [3.13, 3.13, -3.78], [4.84, 1.33, 0.57], [3.51, 1.47, 3.13], [2.68, 2.55, 1.99], [4.41, 2.71, 2.28], [3.20, -0.89, 1.84], [4.86, -0.47, 2.29], [4.50, -1.04, 0.66], [-1.72, 5.07, 1.28], [-1.53, 5.79, -0.98], [-0.14, 4.42, -3.29], [0.77, 5.09, -1.93], [-0.28, 6.13, -2.90], [-2.63, 3.52, -2.65], [-2.77, 5.21, -3.13], [-3.51, 4.65, -1.63], [-1.95, 3.88, 3.31], [-1.80, 0.85, 3.34], [-3.22, 1.86, 3.33], [-2.18, 1.84, 4.76], [0.68, 2.39, 3.56], [-0.13, 3.22, 4.88], [0.43, 4.12, 3.47], [-0.99, -0.73, 5.17], [-2.28, -1.12, 5.02], [-3.19, -1.00, 6.06], [-4.50, -1.42, 5.91], [-4.92, -1.97, 4.70], [-4.01, -2.08, 3.66], [-2.69, -1.67, 3.80], [-1.80, -1.80, 2.56], [-1.68, -0.63, 1.83], [-0.52, -2.37, 2.84], [0.38, -2.31, 1.84], [1.38, -3.10, 1.88], [2.29, -3.27, 0.77], [1.91, -2.14, -0.66], [3.23, -4.22, 0.80], [4.11, -4.83, -0.21], [4.26, -4.40, -1.53], [5.01, -5.14, -2.43], [5.67, -6.29, -2.02], [5.55, -6.71, -0.70], [4.78, -5.99, 0.19], [-0.84, -0.43, 6.07], [-2.86, -0.57, 7.00], [-5.19, -1.32, 6.74], [-5.94, -2.30, 4.58], [-4.33, -2.49, 2.72], [-2.33, -2.54, 1.94], [-0.42, -3.07, 3.56], [1.52, -3.77, 2.73], [3.30, -4.71, 1.76], [3.80, -3.48, -1.87], [5.09, -4.81, -3.46], [6.26, -6.86, -2.72], [6.06, -7.61, -0.37], [4.68, -6.33, 1.21], [2.08, -0.95, 4.29], [0.99, 0.18, 2.92], [1.63, 0.91, 2.48], [0.08, 0.52, 3.39]], "lumo_energy_ev": [-3.471, -4.569], "spin_multiplicity": 2, "e_homo_ev": [-10.271, -10.257], "total_charge": 1, "gap_ev": [6.80, 5.69]}

***

Entry 2:
{"formula": "C2H4N2O", "method": "the ωB97M-V functional and the def2-TZVPD basis", "species": ["C", "C", "N", "N", "O", "H", "H", "H", "H"], "positions_angstrom": [[-1.56, 0.40, -0.04], [-0.39, -0.20, -0.02], [1.22, 0.46, -0.51], [0.42, -0.84, 0.79], [0.90, -1.97, 0.69], [-2.29, 0.18, 0.72], [-1.81, 1.07, -0.85], [1.85, -0.26, -0.85], [1.66, 1.16, 0.08]], "lumo_energy_ev": 0.103, "spin_multiplicity": 1, "relative_energy_kcal_mol": 139.3, "smiles": "C=C(N)N=O", "e_homo_ev": -8.529, "gap_ev": 8.63}

***

Entry 3:
{"formula": "C35H68FINO10S2", "method": "the ωB97M-V functional and the def2-TZVPD basis", "species": ["C", "C", "O", "C", "O", "C", "C", "C", "C", "C", "O", "O", "N", "C", "F", "C", "C", "C", "C", "C", "C", "C", "C", "C", "O", "C", "C", "C", "C", "I", "O", "C", "C", "C", "C", "C", "H", "H", "H", "H", "H", "H", "H", "H", "H", "H", "H", "H", "H", "H", "H", "H", "H", "H", "H", "H", "H", "H", "H", "H", "H", "H", "H", "H", "H", "H", "H", "H", "H", "H", "H", "H", "H", "H", "H", "H", "H", "H", "H", "H", "H", "H", "H", "H", "H", "H", "H", "H", "C", "C", "C", "S", "O", "O", "C", "H", "H", "H", "H", "H", "H", "H", "H", "C", "C", "C", "S", "O", "O", "C", "H", "H", "H", "H", "H", "H", "H", "H"], "positions_angstrom": [[10.23, -3.69, 1.51], [9.20, -2.57, 1.51], [7.92, -3.10, 1.09], [6.91, -2.86, 1.98], [6.65, -3.61, 2.92], [6.09, -1.61, 1.71], [4.62, -1.99, 1.48], [3.64, -0.86, 1.85], [2.83, -0.25, 0.67], [3.83, 0.25, -0.37], [4.84, 0.98, 0.24], [5.68, 1.38, -0.86], [2.09, -1.42, 0.05], [0.88, -1.03, -0.73], [1.31, -0.52, -1.93], [-0.06, -0.13, 0.08], [-1.20, -1.06, 0.56], [-2.26, -0.36, 1.41], [-3.58, -1.14, 1.50], [-4.32, -0.82, 2.81], [-5.75, -0.34, 2.53], [-6.64, -1.47, 2.03], [-8.11, -1.10, 2.03], [-8.95, -1.96, 1.12], [-9.02, -3.26, 1.68], [-9.49, -4.22, 0.77], [-0.63, 0.97, -0.83], [-1.50, 0.46, -1.99], [-3.02, 0.55, -1.77], [-0.99, 1.53, -3.81], [0.49, 0.38, 1.28], [1.85, 0.81, 1.25], [1.97, 2.23, 0.66], [2.98, 3.08, 1.46], [3.60, 4.20, 0.62], [2.26, 3.68, 2.71], [9.79, -4.56, 1.99], [10.52, -3.95, 0.50], [11.11, -3.38, 2.05], [9.14, -2.10, 2.49], [9.50, -1.83, 0.77], [6.47, -1.09, 0.84], [6.13, -0.95, 2.58], [4.52, -2.33, 0.45], [4.40, -2.84, 2.13], [2.90, -1.22, 2.56], [4.13, -0.01, 2.32], [4.28, -0.63, -0.85], [3.37, 0.81, -1.19], [6.46, 1.72, -0.41], [2.70, -1.97, -0.56], [1.77, -2.01, 0.81], [0.36, -1.95, -0.97], [-0.72, -1.79, 1.23], [-1.61, -1.65, -0.26], [-2.50, 0.64, 1.07], [-1.84, -0.24, 2.41], [-4.19, -0.83, 0.64], [-3.34, -2.20, 1.45], [-3.80, -0.07, 3.39], [-4.37, -1.74, 3.39], [-6.14, 0.09, 3.46], [-5.68, 0.43, 1.76], [-6.35, -1.74, 1.01], [-6.49, -2.37, 2.63], [-8.22, -0.07, 1.68], [-8.55, -1.15, 3.03], [-9.97, -1.56, 1.07], [-8.53, -2.00, 0.11], [-9.28, -5.21, 1.16], [-10.56, -4.14, 0.61], [-8.99, -4.13, -0.20], [0.21, 1.49, -1.27], [-1.17, 1.71, -0.24], [-1.25, -0.57, -2.23], [-3.53, 0.86, -2.66], [-3.39, -0.45, -1.54], [-3.25, 1.19, -0.92], [2.12, 0.92, 2.30], [2.14, 2.25, -0.41], [0.99, 2.67, 0.81], [3.75, 2.44, 1.88], [4.56, 4.47, 1.04], [2.96, 5.08, 0.65], [3.79, 3.88, -0.40], [2.27, 4.76, 2.70], [2.76, 3.36, 3.62], [1.23, 3.33, 2.80], [-6.36, 4.48, -1.53], [-6.13, 5.36, -0.29], [-6.23, 4.44, 0.94], [-5.74, 2.81, 0.39], [-6.88, 1.93, 0.48], [-4.46, 2.45, 0.97], [-5.50, 3.24, -1.34], [-6.11, 5.00, -2.45], [-7.42, 4.20, -1.59], [-5.13, 5.80, -0.34], [-6.85, 6.17, -0.23], [-5.56, 4.76, 1.74], [-7.25, 4.37, 1.31], [-5.79, 2.40, -1.96], [-4.44, 3.46, -1.48], [3.23, -1.36, -4.17], [4.66, -1.26, -3.62], [5.60, -1.89, -4.66], [4.80, -1.68, -6.25], [4.45, -2.98, -6.77], [5.54, -0.73, -7.04], [3.31, -0.90, -5.62], [2.53, -0.75, -3.61], [2.89, -2.40, -4.13], [4.93, -0.21, -3.48], [4.76, -1.76, -2.65], [6.57, -1.41, -4.69], [5.72, -2.96, -4.49], [2.46, -1.21, -6.23], [3.45, 0.17, -5.69]], "lumo_energy_ev": -3.013, "spin_multiplicity": 1, "e_homo_ev": -10.851, "total_charge": 1, "gap_ev": 7.84}

***

Entry 4:
{"formula": "C5H10N", "method": "the ωB97M-V functional and the def2-TZVPD basis", "species": ["C", "C", "C", "C", "C", "N", "H", "H", "H", "H", "H", "H", "H", "H", "H", "H"], "positions_angstrom": [[-1.63, -0.80, 0.83], [-0.83, 0.39, 0.43], [0.61, 0.44, 0.90], [1.23, 1.56, 0.22], [0.21, 0.43, -0.59], [0.61, -0.65, -1.41], [-0.85, -1.59, 1.14], [-2.06, -1.27, -0.12], [-2.42, -0.68, 1.64], [-1.26, 1.40, 0.45], [1.09, -0.29, 1.47], [0.88, 2.50, 0.26], [2.28, 1.49, -0.32], [1.00, -0.38, -2.32], [-0.17, -1.25, -1.57], [1.30, -1.31, -1.00]], "lumo_energy_ev": -3.802, "spin_multiplicity": 1, "relative_energy_kcal_mol": 78.5, "smiles": "C[C@H]1[C@@H]2C[C@]12[NH3+]", "e_homo_ev": -13.737, "total_charge": 1, "gap_ev": 9.93}

***

Entry 5:
{"formula": "C6H14N2O2", "method": "the ωB97M-V functional and the def2-TZVPD basis", "species": ["C", "N", "C", "C", "O", "H", "H", "H", "H", "H", "H", "H", "C", "N", "C", "C", "O", "H", "H", "H", "H", "H", "H", "H"], "positions_angstrom": [[1.35, -1.23, 0.63], [1.69, 0.23, 0.48], [1.12, 1.12, 1.42], [1.73, 2.47, 1.22], [0.42, 0.82, 2.36], [0.54, -1.13, 1.37], [0.97, -1.65, -0.31], [2.11, -1.94, 1.01], [2.69, 0.30, 0.56], [1.94, 2.91, 2.22], [2.57, 2.63, 0.59], [1.04, 3.21, 0.77], [-0.47, 0.15, -2.37], [-1.61, -0.25, -1.57], [-1.62, -1.36, -0.73], [-2.58, -1.27, 0.37], [-1.03, -2.37, -1.05], [0.50, 0.04, -1.87], [-0.42, -0.49, -3.28], [-0.41, 1.18, -2.71], [-1.99, 0.58, -1.14], [-3.24, -2.15, 0.23], [-2.11, -1.44, 1.35], [-3.19, -0.37, 0.42]], "lumo_energy_ev": 0.689, "spin_multiplicity": 1, "relative_energy_kcal_mol": 37.8, "smiles": "CNC(C)=O.CNC(C)=O", "e_homo_ev": -9.622, "gap_ev": 10.31}

***

Entry 6:
{"formula": "C3H12NO3S", "method": "the ωB97M-V functional and the def2-TZVPD basis", "species": ["O", "C", "C", "C", "S", "N", "H", "H", "H", "H", "H", "H", "H", "H", "H", "H", "O", "H", "H", "O"], "positions_angstrom": [[-0.62, 1.81, -1.59], [-0.39, 0.82, -2.23], [-0.65, -0.49, -1.31], [0.19, -1.70, -1.44], [1.95, -1.77, -0.97], [-0.65, -0.01, 0.15], [-0.28, 0.74, -3.31], [-1.72, -0.77, -1.43], [0.22, -1.91, -2.56], [-0.27, -2.58, -0.98], [2.58, -0.69, -1.44], [-1.62, 0.03, 0.47], [-0.27, 0.92, 0.33], [-0.07, -0.60, 0.81], [-0.28, -0.99, 3.42], [-0.25, 0.48, 2.88], [-0.47, -0.44, 2.66], [1.34, 2.23, 1.58], [0.68, 2.80, 2.80], [0.58, 2.08, 2.17]], "lumo_energy_ev": -3.585, "spin_multiplicity": 1, "relative_energy_kcal_mol": 12.1, "e_homo_ev": -13.145, "total_charge": 1, "gap_ev": 9.56}

***

Entry 7:
{"formula": "C28H69BrNO12", "method": "the ωB97M-V functional and the def2-TZVPD basis", "species": ["C", "C", "Br", "C", "C", "N", "H", "H", "H", "H", "H", "H", "H", "H", "H", "C", "O", "C", "C", "O", "C", "H", "H", "H", "H", "H", "H", "H", "H", "H", "H", "C", "O", "C", "C", "O", "C", "H", "H", "H", "H", "H", "H", "H", "H", "H", "H", "C", "O", "C", "C", "O", "C", "H", "H", "H", "H", "H", "H", "H", "H", "H", "H", "C", "O", "C", "C", "O", "C", "H", "H", "H", "H", "H", "H", "H", "H", "H", "H", "C", "O", "C", "C", "O", "C", "H", "H", "H", "H", "H", "H", "H", "H", "H", "H", "C", "O", "C", "C", "O", "C", "H", "H", "H", "H", "H", "H", "H", "H", "H", "H"], "positions_angstrom": [[-2.43, -2.73, -2.11], [-3.03, -1.35, -2.46], [-3.43, -1.27, -4.41], [-4.28, -0.99, -1.65], [-5.55, -1.85, -1.74], [-6.57, -1.10, -2.55], [-3.20, -3.35, -1.64], [-2.04, -3.25, -3.00], [-1.59, -2.61, -1.40], [-2.28, -0.56, -2.36], [-3.83, -0.96, -0.62], [-4.59, 0.05, -1.87], [-5.27, -2.78, -2.29], [-6.73, -1.52, -3.46], [-7.46, -1.12, -2.08], [3.11, -5.56, 0.02], [2.95, -4.63, 1.07], [2.51, -3.37, 0.62], [1.01, -3.19, 0.76], [0.28, -4.09, -0.05], [-0.24, -5.22, 0.62], [3.13, -6.55, 0.46], [2.29, -5.49, -0.69], [4.05, -5.39, -0.52], [2.79, -3.22, -0.43], [2.99, -2.59, 1.22], [0.74, -2.18, 0.44], [0.72, -3.30, 1.81], [-1.12, -4.96, 1.22], [0.51, -5.67, 1.28], [-0.54, -5.93, -0.14], [2.37, 0.38, 1.52], [3.69, 0.31, 2.01], [4.62, 0.07, 0.98], [5.51, 1.27, 0.72], [4.77, 2.39, 0.28], [4.39, 3.28, 1.30], [1.77, 0.93, 2.25], [2.32, 0.89, 0.56], [1.96, -0.62, 1.40], [4.10, -0.22, 0.06], [5.27, -0.76, 1.28], [6.23, 1.02, -0.06], [6.06, 1.51, 1.64], [5.24, 3.89, 1.64], [3.97, 2.76, 2.16], [3.63, 3.94, 0.88], [0.53, -0.88, -1.71], [0.68, 0.46, -1.29], [1.34, 1.31, -2.20], [0.35, 2.11, -3.02], [-0.45, 1.30, -3.85], [-1.72, 0.96, -3.31], [-0.22, -1.32, -1.07], [0.19, -0.94, -2.75], [1.47, -1.44, -1.61], [1.98, 0.72, -2.88], [1.98, 1.99, -1.63], [0.91, 2.80, -3.67], [-0.27, 2.72, -2.34], [-2.42, 1.80, -3.38], [-1.64, 0.65, -2.27], [-2.10, 0.13, -3.90], [0.12, 4.88, 6.40], [-0.43, 3.59, 6.24], [-0.88, 3.32, 4.93], [0.12, 2.55, 4.10], [1.32, 3.27, 3.88], [2.39, 2.89, 4.72], [0.66, 4.88, 7.34], [0.81, 5.12, 5.59], [-0.66, 5.64, 6.44], [-1.15, 4.25, 4.41], [-1.79, 2.71, 5.01], [-0.33, 2.35, 3.12], [0.34, 1.59, 4.57], [2.83, 1.94, 4.41], [2.06, 2.80, 5.76], [3.14, 3.67, 4.65], [0.84, -4.42, -3.34], [2.24, -4.15, -3.35], [3.03, -5.30, -3.57], [3.47, -5.44, -5.01], [2.39, -5.66, -5.90], [1.92, -4.49, -6.54], [0.33, -3.46, -3.48], [0.56, -5.10, -4.14], [0.53, -4.82, -2.37], [2.51, -6.20, -3.24], [3.94, -5.19, -2.95], [4.14, -6.31, -5.09], [4.03, -4.55, -5.30], [2.60, -4.18, -7.34], [1.80, -3.67, -5.83], [0.95, -4.74, -6.97], [-4.20, 3.62, 3.40], [-3.38, 4.53, 2.69], [-3.88, 4.88, 1.41], [-4.58, 6.22, 1.42], [-5.73, 6.24, 2.24], [-5.51, 6.76, 3.53], [-3.87, 3.65, 4.44], [-5.26, 3.89, 3.36], [-4.09, 2.60, 3.02], [-4.56, 4.11, 1.04], [-3.03, 4.94, 0.73], [-4.89, 6.46, 0.40], [-3.87, 6.99, 1.75], [-5.43, 7.86, 3.51], [-4.61, 6.35, 3.99], [-6.37, 6.49, 4.14]], "lumo_energy_ev": 2.179, "spin_multiplicity": 1, "e_homo_ev": -1.255, "total_charge": -1, "gap_ev": 3.43}

***

Entry 8:
{"formula": "C8H8Br2HfO5", "method": "the ωB97M-V functional and the def2-TZVPD basis", "species": ["C", "C", "Br", "C", "Br", "C", "C", "C", "O", "O", "C", "O", "O", "C", "O", "H", "H", "H", "H", "H", "H", "H", "H", "Hf"], "positions_angstrom": [[-1.98, 0.60, 2.53], [-0.87, 0.57, 1.29], [-1.65, 1.81, -0.13], [-0.60, -0.95, 0.70], [0.59, -2.09, 1.85], [-0.14, -0.84, -0.87], [1.00, -0.11, -1.50], [2.14, 0.81, -0.77], [2.39, 0.49, 0.65], [3.42, -0.30, 0.79], [0.87, -0.38, -3.15], [1.68, 0.03, -4.14], [-0.38, -1.15, -3.46], [-0.91, -1.57, -2.14], [-1.89, -2.45, -1.85], [-2.72, -0.30, 2.40], [-2.53, 1.66, 2.53], [-1.34, 0.56, 3.52], [0.08, 1.12, 1.69], [-1.66, -1.49, 0.69], [3.16, 0.59, -1.34], [1.96, 1.98, -0.91], [3.14, -1.25, 0.57], [-3.77, 2.66, 1.07]], "lumo_energy_ev": -20.562, "spin_multiplicity": 1, "e_homo_ev": -23.131, "total_charge": 4, "gap_ev": 2.57}

***

Short version: electronic energy = -144301.882 -7160.441 -91840.703 -6826.796 -13523.987 -21766.280 -126247.317 -159985.160 eV, in the order given.